A structure of composition C25H45BN8OSSiW. Source: OMol25; level of theory: ωB97M-V/def2-TZVPD.

```
83
Properties=species:S:1:pos:R:3:forces:R:3
W 0.40101 -0.01707 -0.15568 -0.5047 0.2443 -0.4051
C 2.22964 2.98040 1.10215 0.0192 -0.0120 0.0050
C 1.26717 2.26789 1.99439 -0.0052 0.0107 -0.0013
C 1.06353 2.52408 3.34154 -0.0326 -0.0017 0.0050
C 0.12780 1.59334 3.77543 0.0253 0.0283 -0.0220
C -0.44650 1.40761 5.13720 0.0046 -0.0032 0.0062
N -0.20344 0.83041 2.72794 0.0106 -0.0420 0.0200
N 0.48443 1.23234 1.61478 0.0452 0.2303 0.1328
B -1.13634 -0.39798 2.65418 0.0383 -0.0133 0.0140
N -0.29613 -1.64524 2.29040 0.0185 0.0149 0.0122
N 0.46065 -1.67705 1.14930 -0.0030 -0.0271 0.0501
C 1.06505 -2.88175 1.10286 -0.0112 -0.0312 -0.0002
C 1.95177 -3.33163 -0.00971 -0.0085 -0.0066 -0.0006
C 0.68887 -3.61763 2.21690 0.0326 0.0131 0.0007
C -0.17067 -2.80838 2.94512 -0.0133 0.0170 -0.0003
C -0.86712 -3.10302 4.22861 -0.0004 -0.0025 0.0068
N -2.15574 -0.12781 1.54170 -0.0142 -0.0576 -0.0741
N -1.72947 0.14750 0.27172 -0.0648 0.0976 0.1001
C -2.82594 0.42452 -0.45391 -0.0486 -0.1594 0.0577
C -2.81420 0.76992 -1.90108 -0.0424 -0.1928 -0.1010
C -3.95314 0.30838 0.35190 0.0134 0.0682 -0.0136
C -3.49254 -0.04371 1.60890 0.0330 0.0151 0.0119
C -4.26481 -0.29763 2.85745 -0.0100 0.0042 0.0040
H 3.23802 2.87863 1.50571 0.0082 -0.0001 -0.0025
H 2.23054 2.58956 0.08941 -0.0153 -0.0123 -0.0161
H 2.00359 4.04635 1.06670 -0.0044 -0.0158 0.0018
H 1.53833 3.28785 3.93420 -0.0069 -0.0076 0.0014
H -0.05563 2.17065 5.80550 -0.0022 -0.0024 0.0018
H -1.53320 1.48467 5.12184 0.0011 0.0022 0.0004
H -0.18651 0.43008 5.54347 -0.0023 0.0013 0.0021
H -1.68038 -0.56551 3.69548 -0.0088 -0.0031 0.0060
H 2.49095 -2.50912 -0.47510 0.0193 0.0056 0.0174
H 2.68370 -4.04128 0.37154 -0.0138 -0.0125 -0.0042
H 1.37093 -3.84028 -0.78202 0.0020 0.0166 -0.0115
H 1.00279 -4.61648 2.46786 -0.0031 0.0034 0.0007
H -0.62796 -4.11410 4.54809 0.0002 0.0000 0.0019
H -0.55954 -2.41319 5.01443 -0.0018 -0.0004 -0.0022
H -1.94834 -3.02456 4.11818 0.0022 -0.0042 0.0009
H -1.81339 0.99132 -2.25824 0.0229 -0.0282 -0.0117
H -3.20958 -0.06470 -2.47771 -0.0045 -0.0418 -0.0630
H -3.47173 1.62086 -2.08946 -0.0295 -0.0725 -0.0468
H -4.97772 0.46004 0.05703 0.0015 -0.0049 0.0024
H -5.32871 -0.21432 2.65030 -0.0001 0.0015 0.0019
H -4.06915 -1.29612 3.24748 -0.0006 0.0009 -0.0017
H -4.00986 0.42243 3.63521 -0.0013 -0.0042 -0.0025
C -1.99455 -1.99999 -4.14967 0.0256 0.0162 0.0423
Si -0.29503 -1.39082 -3.67246 0.0452 0.0540 0.0437
C 0.96991 -2.70897 -4.07085 -0.0041 0.0129 -0.0340
C 0.11806 0.20920 -4.55022 0.0053 -0.0107 -0.0326
C -0.18795 -1.19291 -1.77635 0.1187 0.3085 0.3425
H -1.89927 -2.63320 -5.03475 -0.0109 0.0117 -0.0046
H -2.67497 -1.18966 -4.41063 -0.0272 0.0202 0.0206
H -2.45901 -2.60622 -3.36927 0.0030 0.0076 -0.0042
H 0.98664 -2.90225 -5.14589 0.0122 -0.0052 0.0031
H 0.72115 -3.65047 -3.57585 0.0112 -0.0014 -0.0038
H 1.98269 -2.42694 -3.77259 -0.0008 -0.0009 0.0073
H -0.15934 0.13463 -5.60414 0.0009 -0.0131 0.0017
H 1.18540 0.43531 -4.51667 -0.0229 0.0110 -0.0056
H -0.42554 1.05481 -4.12602 0.0035 -0.0170 -0.0130
H 0.93417 -1.29238 -1.52404 0.2271 -0.3523 -0.2644
H -0.65918 -2.08594 -1.34128 -0.0324 -0.0069 -0.0492
C 3.20763 0.53933 -2.44335 0.0154 0.0077 0.0039
C 3.48004 0.25794 -1.01137 0.0134 0.0070 -0.0033
N 2.57842 0.02230 -0.06102 -0.0043 -0.0630 -0.0846
C 3.27910 -0.24112 1.11090 0.0169 0.0072 0.0182
C 4.60315 -0.15305 0.85691 -0.0150 0.0011 0.0117
N 4.70762 0.16036 -0.48083 -0.0181 -0.0021 0.0059
H 2.18060 0.87436 -2.56936 0.0017 0.0058 0.0155
H 3.36134 -0.35777 -3.04722 -0.0104 0.0031 0.0010
H 3.87459 1.31506 -2.81959 0.0046 -0.0079 -0.0019
H 2.77519 -0.46662 2.03449 -0.0021 0.0041 -0.0054
H 5.46270 -0.28022 1.49063 -0.0052 0.0008 -0.0065
H 5.56823 0.28680 -0.99057 -0.0007 0.0029 -0.0053
C -0.55714 3.72380 -2.93083 0.0088 0.0199 0.0083
S -0.05532 3.28938 -1.27879 -0.0676 0.0248 0.1270
C -1.63183 3.42544 -0.44805 -0.0017 0.0530 -0.0006
O 0.25911 1.78801 -1.39111 0.0969 -0.3302 0.0582
H -1.36045 3.06582 -3.25631 -0.0011 0.0250 -0.0079
H 0.31411 3.62894 -3.57565 -0.0109 -0.0060 -0.0084
H -0.88625 4.76330 -2.91137 0.0045 -0.0031 0.0023
H -1.84278 4.48883 -0.32984 0.0264 0.0079 -0.0090
H -1.51656 2.96260 0.53036 0.0081 0.0173 0.0414
H -2.41575 2.93204 -1.01932 0.1413 0.1740 0.1048
```
Forces are in eV/Å.

Results
Kohn-Sham gap (spin up / spin down)   7.116 / 8.552 eV
Total charge   +2
Multiplicity   3
E   -61830.4183 eV
ΔE to the lowest compared entry with this formula, charge and spin   0.103 eV
⟨S²⟩   2.0242

These are the Löwdin partial charges, in e, on atoms 1 to 5: 1.601 -0.037 -0.312 0.047 -0.236



An isolated molecule of C4H10OS at a distorted geometry. Source: OMol25; level of theory: ωB97M-V/def2-TZVPD.

```
16
Properties=species:S:1:pos:R:3:forces:R:3
C 2.01394 -1.09843 0.23487 0.4611 -0.0959 0.3459
C 0.30815 0.55414 0.24586 -0.2347 -1.6230 1.7139
C 0.04520 1.97633 -0.07693 0.6554 0.2927 -0.7858
C -2.21373 -0.44494 0.58813 0.5357 -1.9876 -0.6335
H 1.74838 -1.64991 -0.65809 -0.4390 -0.7988 0.2464
H 3.10907 -1.07724 0.22608 -0.1513 -0.1643 0.5023
H 1.58437 -1.48095 1.20736 0.4769 0.0534 -1.0959
H 0.05904 0.30975 1.32014 0.3676 0.4310 -0.6109
H 0.88270 2.57581 0.27761 -0.2135 0.2238 0.2317
H 0.00609 2.06508 -1.15509 0.1158 0.1676 -0.3375
H -0.91081 2.31491 0.27970 -0.2518 0.1646 0.4460
H -2.35837 0.56477 0.82710 -0.3029 1.4215 0.3185
H -2.05556 -1.03913 1.50904 0.1468 0.3096 -0.5271
H -3.09962 -0.84164 0.08265 0.1430 0.1649 0.1009
O 1.64801 0.22886 0.01323 -0.2791 1.4728 -0.2310
S -0.81692 -0.59343 -0.62337 -1.0300 -0.0323 0.3162
```
Forces are in eV/Å.

Results
Kohn-Sham gap   9.592 eV
Total charge   0
E   -17192.0226 eV
ΔE to the lowest compared entry with this formula, charge and spin   0.803 eV

These are the Löwdin partial charges, in e, on atoms 1 to 5: -0.143 -0.727 -0.092 -0.369 0.063



A cluster of 2 separate species, C3H10NO2P in total at a distorted geometry. Source: OMol25; level of theory: ωB97M-V/def2-TZVPD.

```
17
Properties=species:S:1:pos:R:3:forces:R:3
C -2.30726 0.40817 0.87617 1.4890 -2.0891 5.2106
C -0.82452 -0.33571 -1.00740 -1.5117 0.0119 -0.3799
C 2.78543 -0.83931 0.09628 0.5223 -0.5373 -2.9145
N -0.98584 -0.07473 0.45378 1.1649 0.5823 -1.2989
O 1.40614 1.87514 -0.51213 -0.8626 -2.0898 1.5872
O 1.38160 -0.90465 0.31342 -0.8714 0.4555 1.0813
P 0.47638 0.16464 1.16490 1.4028 1.0998 -1.8416
H -2.85680 0.66945 0.09005 -1.7862 1.8143 -3.3900
H -2.91665 -0.50431 1.24639 1.0279 1.4154 0.0534
H -2.26117 1.23586 1.69843 -0.0707 -1.5932 -1.5658
H 0.19942 -0.15741 -1.34534 -0.5365 0.0656 0.0636
H -1.16058 -1.34350 -1.19434 0.3332 -0.6361 -0.1533
H -1.55581 0.26393 -1.58831 0.6406 0.1833 0.4887
H 3.21798 0.13609 -0.01810 -0.2416 0.9042 1.1518
H 2.97944 -1.13869 -0.98393 -0.6774 -0.2762 1.0842
H 3.33836 -1.55342 0.68098 -0.0001 0.0443 0.6871
H 1.13098 2.58410 0.06398 -0.0225 0.6451 0.1361
```
Forces are in eV/Å.

Results
Kohn-Sham gap (spin up / spin down)   8.491 / 8.489 eV
Total charge   0
E   -18144.3571 eV
ΔE to the lowest compared entry with this formula, charge and spin   5.537 eV

These are the Löwdin partial charges, in e, on atoms 1 to 5: -0.110 -0.113 -0.151 -0.434 -0.408



A structure of composition C50H62CoN5OP2SSi3 at a distorted geometry. Source: OMol25; level of theory: ωB97M-V/def2-TZVPD.

```
125
Properties=species:S:1:pos:R:3:forces:R:3
Co -1.04093 0.24213 -0.04332 -0.3559 0.7784 0.0636
C -3.07191 -0.60492 3.49650 -0.1794 -0.0905 0.0100
Si -1.51451 0.45217 3.34628 -0.1479 -0.1328 -0.1111
C -2.02874 2.24093 3.39929 -0.1117 0.2690 0.0285
C -0.50487 0.17053 4.90647 0.1947 -0.0679 0.1143
N -0.70787 0.00422 1.91719 0.5433 -0.0520 -0.1228
P 0.85978 -0.13567 1.52434 0.3497 0.8621 0.2629
C 1.13322 0.32092 -0.06650 -0.7902 -1.3784 0.0916
P 0.82742 -0.33450 -1.58254 0.4178 0.7763 -0.4383
N -0.74269 -0.23852 -1.99381 0.3827 -0.2261 0.1745
Si -1.50886 0.21105 -3.44489 -0.1427 -0.0542 0.0956
C -1.09933 -0.96609 -4.85516 0.0258 -0.1354 -0.1531
C -3.36532 0.08152 -3.21620 -0.2425 0.0228 0.0480
C -1.15902 1.94166 -4.04883 0.1549 0.2453 -0.0704
C 1.48710 -1.97699 -2.06951 0.0514 -0.0389 0.1446
C 2.84152 -2.24640 -1.88305 -0.0375 -0.0568 0.0544
C 3.38366 -3.45585 -2.29669 -0.0505 0.0167 -0.0180
C 2.57125 -4.41290 -2.89580 -0.0114 0.0493 0.0046
C 1.21817 -4.15816 -3.07222 -0.0108 0.0905 0.0131
C 0.68042 -2.94277 -2.65989 0.0730 -0.0075 -0.0764
C 1.78232 0.74642 -2.74579 -0.0812 -0.0875 -0.1602
C 1.93041 2.09428 -2.41362 0.0181 -0.0645 -0.0116
C 2.52312 2.98114 -3.30131 -0.0101 -0.0433 0.0055
C 2.98630 2.53547 -4.53502 -0.0366 -0.0038 0.0501
C 2.84957 1.19773 -4.87606 -0.0246 -0.0272 0.0671
C 2.24767 0.31226 -3.98674 -0.0111 0.0343 0.0072
C 1.81711 1.09839 2.52545 -0.1360 -0.0393 0.1588
C 1.62526 2.44049 2.17485 0.0316 -0.0687 0.0113
C 2.22199 3.45761 2.90407 -0.0040 -0.0513 0.0194
C 3.02972 3.15588 3.99833 -0.0341 -0.0136 -0.0561
C 3.22436 1.83242 4.35858 -0.0431 -0.0360 -0.0558
C 2.61154 0.81259 3.63208 0.0356 0.0064 -0.0296
C 1.48877 -1.71215 2.21483 0.1361 -0.0657 -0.1796
C 0.65117 -2.56507 2.92323 -0.0013 0.0009 0.1099
C 1.15161 -3.72214 3.50899 0.0051 0.0360 -0.0417
C 2.49832 -4.03651 3.38669 0.0133 0.0271 -0.0300
C 3.33916 -3.20475 2.65482 -0.0575 0.0394 -0.0262
C 2.83280 -2.05226 2.06518 -0.0680 -0.0859 -0.0411
H -3.25699 -0.90344 4.53489 -0.0031 0.0143 -0.0863
H -2.97369 -1.51150 2.88720 -0.0170 0.0623 0.0727
H -3.95462 -0.05981 3.14359 0.0770 -0.0725 0.0168
H -2.61006 2.44958 4.30749 0.0751 -0.0162 -0.0728
H -2.64003 2.50490 2.53308 0.0202 0.0163 0.0571
H -1.14541 2.88768 3.39470 -0.0638 -0.0106 -0.0092
H -1.17589 0.12632 5.77217 0.0483 0.0267 -0.0515
H 0.20044 0.99256 5.06344 -0.0358 -0.0708 0.0062
H 0.07208 -0.75999 4.87662 -0.0632 0.0794 0.0510
H -1.62490 -1.92010 -4.73037 0.0604 0.0469 -0.0314
H -0.02900 -1.18031 -4.91982 -0.0762 0.0223 -0.0304
H -1.41345 -0.52851 -5.81047 0.0095 -0.0545 0.0636
H -3.67110 -0.94317 -2.96857 0.0187 0.1230 -0.0412
H -3.87180 0.36679 -4.14662 0.0204 -0.0441 0.0843
H -3.71600 0.74862 -2.42140 0.0174 -0.0699 -0.0875
H -0.20274 2.00316 -4.58151 -0.0789 0.0140 0.0551
H -1.11714 2.62004 -3.19188 -0.0277 0.0067 -0.0700
H -1.95257 2.28216 -4.72548 0.0749 -0.0401 0.0321
H 3.46803 -1.49482 -1.41267 0.0092 -0.0113 -0.0260
H 4.44110 -3.65149 -2.16076 -0.0115 -0.0013 0.0241
H 2.99109 -5.35929 -3.21536 -0.0042 0.0024 0.0116
H 0.58031 -4.90850 -3.52629 0.0072 0.0227 0.0151
H -0.37325 -2.72406 -2.79555 0.0374 -0.0250 -0.0052
H 1.57315 2.42254 -1.44364 0.0071 -0.0083 -0.0186
H 2.62002 4.02628 -3.03092 0.0058 -0.0179 -0.0005
H 3.45262 3.22806 -5.22635 -0.0125 -0.0040 0.0137
H 3.21134 0.84063 -5.83368 -0.0137 -0.0042 0.0184
H 2.14456 -0.72976 -4.26821 0.0195 0.0037 0.0161
H 0.99244 2.66992 1.32381 0.0083 -0.0101 0.0102
H 2.05541 4.49051 2.61903 0.0015 -0.0308 0.0079
H 3.50006 3.94978 4.56750 -0.0127 -0.0080 -0.0224
H 3.84621 1.58636 5.21208 -0.0170 -0.0032 -0.0172
H 2.75791 -0.21364 3.94682 -0.0118 -0.0006 -0.0049
H -0.39763 -2.30280 3.01240 0.0383 -0.0486 -0.0230
H 0.48970 -4.38375 4.05519 -0.0043 0.0184 0.0118
H 2.89153 -4.93272 3.85240 -0.0068 0.0049 -0.0234
H 4.38965 -3.45108 2.55182 -0.0126 0.0005 -0.0222
H 3.47872 -1.40173 1.48399 0.0155 -0.0077 0.0366
C -5.21336 5.53698 1.42172 -0.1935 0.0793 0.1820
Si -4.12268 4.91597 0.03132 -0.0472 -0.0651 -0.0366
C -4.98186 5.32753 -1.57508 -0.1112 0.0947 -0.2544
C -2.52692 5.84910 0.13507 0.3486 0.0250 0.0364
C -4.07803 3.04752 0.16680 0.1663 -0.1423 0.0079
C -5.28106 2.42278 0.44123 -0.0456 -0.0102 0.0451
C -5.37269 1.03774 0.57731 -0.0256 0.0401 -0.0546
C -4.21624 0.31249 0.40624 0.2037 -0.0276 -0.0759
N -3.03474 0.86256 0.10954 0.0362 -0.0699 0.0855
C -2.92521 2.22351 -0.00373 -0.1429 -0.2362 -0.0493
S -1.33974 2.76937 -0.33164 -0.1876 0.1858 0.0019
H -5.29782 6.62786 1.36523 -0.0103 -0.0716 0.0312
H -4.79402 5.27787 2.39918 -0.0239 0.0203 -0.0731
H -6.22492 5.12207 1.36950 0.0669 0.0613 0.0387
H -5.14148 6.40751 -1.67221 0.0079 -0.0860 -0.0185
H -5.95710 4.83244 -1.62546 0.0539 0.0385 -0.0246
H -4.38983 4.99013 -2.43183 -0.0443 0.0207 0.0631
H -2.73994 6.92097 0.21108 -0.0029 -0.0240 0.0008
H -1.90112 5.66074 -0.73946 -0.0415 0.0445 0.0847
H -1.95170 5.53407 1.01030 -0.0249 0.0649 -0.0688
H -6.18178 3.02018 0.56682 0.0586 -0.0407 0.0022
H -6.30696 0.54429 0.81016 0.0308 0.0017 -0.0052
H -4.22932 -0.76625 0.51028 0.0607 -0.0115 0.0349
C -3.33095 -5.78053 0.65205 -0.0027 0.0782 -0.0466
N -2.75545 -4.95257 -0.41422 0.1499 -0.2746 -0.0161
N -1.47399 -4.47836 -0.08284 0.0768 -0.2866 0.3183
C -1.43573 -3.08632 -0.19900 -0.6019 -0.0632 -0.4526
O -0.48269 -2.38792 0.03066 0.4875 0.0635 0.3297
C -2.75541 -2.71648 -0.70810 0.3316 0.2793 0.1618
C -3.49641 -3.82242 -0.75982 -0.3580 -0.2029 -0.1984
C -4.93238 -3.97926 -1.12247 -0.0214 0.0087 -0.0127
C -0.36992 -5.36635 -0.18086 -0.2226 0.2511 -0.0695
C -0.54351 -6.62824 -0.74087 0.0392 -0.1462 -0.0762
C 0.53495 -7.50029 -0.82996 -0.0524 0.0728 0.0036
C 1.78920 -7.11710 -0.37856 -0.0428 0.0010 -0.0229
C 1.95741 -5.84231 0.14390 -0.0592 0.0544 0.0411
C 0.88985 -4.96319 0.25148 0.1509 0.0613 0.1004
H -2.60572 -6.53394 0.94490 0.0204 -0.0424 -0.0237
H -4.21963 -6.28057 0.27110 -0.0117 0.0161 -0.0028
H -3.59241 -5.17605 1.52687 0.0255 0.0021 0.0244
H -3.00694 -1.71210 -1.00532 0.0261 -0.0174 0.0208
H -5.28532 -3.06816 -1.60364 0.0009 -0.0203 0.0268
H -5.54912 -4.15723 -0.23860 0.0047 -0.0018 0.0040
H -5.07009 -4.81796 -1.80690 -0.0045 0.0180 0.0053
H -1.50864 -6.91164 -1.13910 0.0187 -0.0067 0.0370
H 0.38890 -8.47881 -1.27134 -0.0074 0.0029 0.0150
H 2.62802 -7.79902 -0.44648 -0.0125 0.0213 -0.0119
H 2.93413 -5.51278 0.47509 -0.0127 0.0148 0.0055
H 1.03222 -3.96254 0.63738 0.0020 -0.1074 0.0129
```
Forces are in eV/Å.

Results
Kohn-Sham gap (spin up / spin down)   6.106 / 6.247 eV
Total charge   -1
Multiplicity   2
E   -153034.4054 eV
⟨S²⟩   0.7814

These are the Löwdin partial charges, in e, on atoms 1 to 5: 0.218 -0.176 0.314 -0.163 -0.170



Copy entry 3 word for word.
A cluster of 2 separate species, C3H10NO2P in total at a distorted geometry. Source: OMol25; level of theory: ωB97M-V/def2-TZVPD.

```
17
Properties=species:S:1:pos:R:3:forces:R:3
C -2.30726 0.40817 0.87617 1.4890 -2.0891 5.2106
C -0.82452 -0.33571 -1.00740 -1.5117 0.0119 -0.3799
C 2.78543 -0.83931 0.09628 0.5223 -0.5373 -2.9145
N -0.98584 -0.07473 0.45378 1.1649 0.5823 -1.2989
O 1.40614 1.87514 -0.51213 -0.8626 -2.0898 1.5872
O 1.38160 -0.90465 0.31342 -0.8714 0.4555 1.0813
P 0.47638 0.16464 1.16490 1.4028 1.0998 -1.8416
H -2.85680 0.66945 0.09005 -1.7862 1.8143 -3.3900
H -2.91665 -0.50431 1.24639 1.0279 1.4154 0.0534
H -2.26117 1.23586 1.69843 -0.0707 -1.5932 -1.5658
H 0.19942 -0.15741 -1.34534 -0.5365 0.0656 0.0636
H -1.16058 -1.34350 -1.19434 0.3332 -0.6361 -0.1533
H -1.55581 0.26393 -1.58831 0.6406 0.1833 0.4887
H 3.21798 0.13609 -0.01810 -0.2416 0.9042 1.1518
H 2.97944 -1.13869 -0.98393 -0.6774 -0.2762 1.0842
H 3.33836 -1.55342 0.68098 -0.0001 0.0443 0.6871
H 1.13098 2.58410 0.06398 -0.0225 0.6451 0.1361
```
Forces are in eV/Å.

Results
Kohn-Sham gap (spin up / spin down)   8.491 / 8.489 eV
Total charge   0
E   -18144.3571 eV
ΔE to the lowest compared entry with this formula, charge and spin   5.537 eV

These are the Löwdin partial charges, in e, on atoms 1 to 5: -0.110 -0.113 -0.151 -0.434 -0.408